This record from the OMol25 dataset describes a structure of composition C3H4O11S2Ti. The level of theory is ωB97M-V with the def2-TZVPD basis set.

expectation value of S² = 3.77
total charge = -3
spin multiplicity = 4
HOMO level (spin up / spin down) = 2.57 / 2.53 eV
LUMO (spin up / spin down) = 3.775 / 3.774 eV

```
21
C3H4O11S2Ti | the OMol25 dataset | ωB97M-V with the def2-TZVPD basis set
Ti 13.144 26.260 17.019
S 11.290 30.630 17.603
O 10.221 30.791 18.546
O 12.536 30.072 18.048
O 10.688 29.854 16.522
O 11.600 31.842 16.954
S 9.259 23.582 16.220
O 10.498 23.657 15.445
O 8.239 24.534 15.786
O 8.733 22.226 16.403
O 9.639 24.057 17.506
C 20.550 25.829 11.186
C 20.529 27.436 11.127
O 19.389 27.725 11.915
C 18.982 26.616 12.581
O 17.930 26.611 13.303
O 19.596 25.533 12.093
H 21.510 25.336 11.343
H 20.052 25.443 10.297
H 20.435 27.848 10.122
H 21.485 27.770 11.531
```

This record from the OMol25 dataset describes a structure of composition C56H52CrN4O4S2. The level of theory is ωB97M-V with the def2-TZVPD basis set.

expectation value of S² = 3.79
total charge = +1
spin multiplicity = 4
HOMO level (spin up / spin down) = -9.51 / -9.74 eV
LUMO (spin up / spin down) = -2.456 / -2.509 eV

```
119
C56H52CrN4O4S2 | the OMol25 dataset | ωB97M-V with the def2-TZVPD basis set
Cr 0.034 -0.006 0.651
C -2.245 -0.919 4.020
C -0.881 -1.610 4.009
C 0.300 -0.728 3.581
N 0.763 -0.919 2.207
C 1.579 -1.943 1.930
C 1.820 -2.976 2.845
C 2.711 -4.038 2.797
C 3.722 -4.310 1.897
C 4.045 -3.541 0.791
C 3.389 -2.459 0.230
C 2.180 -1.836 0.584
N 1.559 -0.948 -0.185
C 2.267 -0.286 -1.275
C 3.026 0.886 -0.652
C 2.133 2.054 -0.246
N 0.963 1.719 0.588
C 0.355 2.712 1.248
C 0.726 4.055 1.074
C 0.379 5.201 1.774
C -0.397 5.346 2.906
C -1.116 4.332 3.517
C -1.334 3.030 3.108
C -0.841 2.295 2.011
N -1.323 1.101 1.655
C -2.685 0.716 2.042
C -2.853 -0.679 2.631
H -2.182 0.024 4.572
H -2.924 -1.555 4.591
H -0.939 -2.476 3.341
H -0.676 -1.999 5.009
H 1.153 -0.897 4.244
H 0.031 0.322 3.683
H 1.200 -2.956 3.729
H 2.626 -4.731 3.628
H 4.346 -5.170 2.100
H 4.941 -3.843 0.259
H 3.867 -2.066 -0.656
H 1.547 0.083 -2.008
H 2.927 -0.961 -1.817
H 3.760 1.284 -1.356
H 3.575 0.513 0.217
H 1.778 2.542 -1.161
H 2.747 2.773 0.300
H 1.391 4.229 0.241
H 0.826 6.111 1.390
H -0.445 6.329 3.354
H -1.624 4.604 4.436
H -1.999 2.471 3.752
H -3.297 0.777 1.139
H -3.109 1.438 2.738
H -2.463 -1.434 1.939
H -3.933 -0.841 2.679
C -3.642 -8.490 -0.444
C -3.412 -7.014 -0.627
C -3.419 -6.442 -1.896
C -3.236 -5.079 -2.069
C -3.046 -4.297 -0.951
C -3.043 -4.812 0.328
C -3.221 -6.180 0.472
S -1.635 -2.099 -0.833
O -2.920 -2.900 -1.197
C -0.506 -2.350 -2.145
C 0.495 -3.326 -1.901
C 1.481 -3.509 -2.815
C 1.545 -2.705 -3.980
C 2.613 -2.837 -4.902
C 2.675 -2.044 -6.008
C 1.669 -1.081 -6.252
C 0.624 -0.938 -5.389
C 0.534 -1.747 -4.224
C -0.543 -1.594 -3.295
C -1.693 -0.741 -3.741
C -2.633 -1.364 -4.621
C -2.577 -2.750 -4.934
C -3.505 -3.316 -5.757
C -4.538 -2.533 -6.323
C -4.609 -1.201 -6.051
C -3.659 -0.583 -5.198
C -3.710 0.806 -4.927
C -2.813 1.384 -4.085
C -1.813 0.594 -3.471
S -0.629 1.352 -2.353
O 0.457 1.979 -3.161
C -1.623 2.682 -1.692
C -2.877 2.485 -1.122
C -3.520 3.553 -0.532
C -2.937 4.824 -0.496
C -3.646 5.966 0.179
C -1.702 4.999 -1.100
C -1.035 3.933 -1.697
H -3.281 -9.056 -1.301
H -4.708 -8.700 -0.336
H -3.141 -8.861 0.449
H -3.566 -7.071 -2.765
H -3.243 -4.623 -3.050
H -2.904 -4.174 1.187
H -3.214 -6.606 1.468
H 0.475 -3.889 -0.980
H 2.250 -4.253 -2.645
H 3.377 -3.579 -4.710
H 3.495 -2.150 -6.705
H 1.735 -0.450 -7.128
H -0.134 -0.191 -5.577
H -1.790 -3.365 -4.516
H -3.447 -4.372 -5.987
H -5.266 -2.996 -6.975
H -5.391 -0.590 -6.484
H -4.476 1.406 -5.402
H -2.856 2.446 -3.883
H -3.351 1.512 -1.162
H -4.499 3.406 -0.090
H -3.869 5.722 1.218
H -4.594 6.185 -0.316
H -3.041 6.870 0.166
H -1.241 5.980 -1.098
H -0.069 4.063 -2.167
O -2.042 -0.718 -0.778
O -1.025 -2.598 0.370
```

This record from the OMol25 dataset describes an isolated molecule of C5H6N2O. The level of theory is ωB97M-V with the def2-TZVPD basis set.

structure (SMILES) = c1c[nH]c([C@@H]2NO2)c1
spin multiplicity = 1
HOMO level = -8.43 eV
LUMO = 0.807 eV

```
14
C5H6N2O | the OMol25 dataset | ωB97M-V with the def2-TZVPD basis set
C -1.005 1.571 0.868
C -1.085 0.384 1.581
N -0.602 -0.598 0.873
C -0.200 -0.164 -0.399
C 0.605 -1.120 -1.274
N 2.177 -1.019 -0.903
O 1.501 -0.543 -2.092
C -0.437 1.206 -0.403
H -1.487 2.486 0.905
H -1.317 0.005 2.545
H -0.562 -1.589 1.154
H 0.300 -2.179 -1.439
H 2.258 -0.309 -0.244
H -0.146 1.869 -1.171
```

This record from the OMol25 dataset describes an isolated molecule of C4H9NO3. The level of theory is ωB97M-V with the def2-TZVPD basis set.

structure (SMILES) = O=CNC(CO)CO
spin multiplicity = 1
HOMO level = -9.76 eV
LUMO = 0.508 eV

```
17
C4H9NO3 | the OMol25 dataset | ωB97M-V with the def2-TZVPD basis set
O 1.001 -2.379 -2.286
C 0.478 -1.638 -1.479
N 1.000 -0.390 -1.222
C 0.320 0.423 -0.233
C -1.243 0.671 -0.561
O -1.532 1.850 0.279
C 0.473 -0.161 1.177
O 0.075 0.760 2.215
H -0.265 -1.993 -0.794
H 1.748 0.018 -1.743
H 0.764 1.457 -0.171
H -1.286 0.943 -1.607
H -1.881 -0.163 -0.317
H -1.037 1.716 1.093
H -0.250 -1.003 1.235
H 1.491 -0.458 1.331
H 0.144 0.349 3.084
```

This record from the OMol25 dataset describes a cluster of 3 separate species, C18H26NO7 in total. The level of theory is ωB97M-V with the def2-TZVPD basis set.

total charge = +1
spin multiplicity = 1
HOMO level = -10.77 eV
LUMO = -5.645 eV

```
52
C18H26NO7 | the OMol25 dataset | ωB97M-V with the def2-TZVPD basis set
C 3.201 1.683 3.135
C 3.478 1.906 1.655
O 3.434 0.979 0.904
O 3.825 3.181 1.150
C 2.728 3.897 0.685
O 2.400 3.806 -0.457
C 2.049 4.811 1.707
C 0.631 4.408 2.038
C 0.027 3.252 1.615
C -1.268 2.977 2.022
C -1.973 1.688 1.620
O -1.437 0.870 0.931
O -3.233 1.447 2.078
C -1.950 3.880 2.848
C -1.305 5.013 3.234
N -0.057 5.243 2.825
H 2.454 0.895 3.261
H 2.857 2.610 3.614
H 4.098 1.340 3.665
H 2.624 4.766 2.646
H 2.085 5.867 1.404
H 0.564 2.550 0.979
H -3.300 1.677 3.015
H -2.958 3.682 3.192
H -1.771 5.740 3.893
H 0.395 6.100 3.132
C -0.298 -2.485 0.195
C -0.601 -3.897 -0.287
C -1.230 -4.521 0.948
O -1.891 -3.461 1.651
C -1.489 -2.206 1.099
H -0.195 -1.758 -0.609
H 0.626 -2.482 0.780
H -1.328 -3.863 -1.101
H 0.276 -4.439 -0.638
H -0.469 -4.945 1.613
H -1.950 -5.303 0.705
H -2.333 -1.801 0.530
H -1.251 -1.511 1.907
C 0.551 -3.202 -5.336
C -0.725 -2.398 -5.529
C -1.758 -3.292 -4.866
O -1.086 -3.998 -3.815
C 0.330 -3.814 -3.962
H 1.459 -2.604 -5.393
H 0.612 -3.990 -6.091
H -0.651 -1.449 -4.992
H -0.956 -2.182 -6.571
H -2.154 -4.031 -5.570
H -2.594 -2.729 -4.447
H 0.667 -3.137 -3.168
H 0.839 -4.771 -3.841
```

This record from the OMol25 dataset describes a structure of composition C13H5F8IrN2O4Se. The level of theory is ωB97M-V with the def2-TZVPD basis set.

expectation value of S² = 0.76
total charge = +1
spin multiplicity = 2
HOMO level (spin up / spin down) = -13.16 / -13.21 eV
LUMO (spin up / spin down) = -5.613 / -6.972 eV

```
34
C13H5F8IrN2O4Se | the OMol25 dataset | ωB97M-V with the def2-TZVPD basis set
Ir -0.005 -0.359 0.051
C -3.307 0.656 1.627
C -2.095 0.225 2.362
N -0.906 -0.063 1.848
C -0.068 -0.422 2.878
C -0.749 -0.334 4.047
N -2.008 0.075 3.696
C -0.423 -0.567 5.487
O 0.799 -0.969 5.768
O -1.286 -0.383 6.299
C 1.290 -0.838 2.513
O 2.140 -1.150 3.304
O 1.500 -0.818 1.190
H -3.116 0.652 0.556
H -3.597 1.664 1.925
H -4.137 -0.020 1.830
H -2.732 0.243 4.385
H 1.373 -1.072 4.976
F 2.181 2.679 -6.720
C 2.005 1.925 -5.660
C 1.679 0.583 -5.819
F 1.547 0.078 -7.032
C 1.496 -0.209 -4.702
F 1.185 -1.486 -4.858
C 1.631 0.330 -3.422
Se 1.446 -0.810 -1.949
C 1.954 1.680 -3.287
F 2.081 2.201 -2.070
C 2.144 2.481 -4.391
F 2.451 3.759 -4.261
F -2.170 -2.078 0.436
C -0.937 -2.120 -0.103
F -1.105 -2.441 -1.399
F -0.261 -3.092 0.493
```

For the records above, the corresponding total energy values read -2589.83270, -4525.81761, -378.73908, -438.25836, -1282.63086, -4213.29458 Eh.